Here is an isolated ion of composition C5H15N2S and charge +2 in a non-equilibrium geometry from the Open Molecules 2025 dataset. Energies are from ωB97M-V/def2-TZVPD.

## Properties
* energy above the lowest of the compared OMol25 structures with the same formula, charge and spin: 33.5 kJ/mol
* charge: +2
* lowest unoccupied orbital energy (alpha / beta): -6.734 / -11.838 eV
* spin multiplicity: 2
* <S²>: 0.75
* gap between HOMO and LUMO (alpha / beta): 10.28 / 5.14 eV
* largest force on an atom: 1.541 eV/Å

The geometry in XYZ format:
```
23
Properties=species:S:1:pos:R:3:forces:R:3
C -0.41748 -1.42005 -0.52219 0.12 -0.69 -0.18
N 0.51232 -0.62706 -1.28927 0.21 1.50 0.08
C 0.03569 0.42743 -2.15319 -0.01 0.00 -0.11
C 0.00047 1.84219 -1.52289 -0.83 0.67 -0.25
S -0.91355 2.92384 -2.68147 0.13 -0.23 0.08
C -0.66294 -0.90798 0.89625 -0.33 0.57 -0.83
N 0.60700 -0.90460 1.66437 0.53 -0.14 0.68
C 0.42227 -0.56105 3.11483 -1.43 0.47 0.34
H -1.36578 -1.55315 -1.04807 -0.15 0.20 0.11
H -0.01955 -2.42589 -0.44822 0.15 -0.32 -0.02
H 1.34927 -1.02436 -1.68073 -0.19 -0.64 0.29
H 0.70112 0.51470 -3.00604 0.13 -0.19 -0.15
H -0.95809 0.21527 -2.56790 -0.04 -0.10 0.14
H -0.64569 1.90625 -0.63150 0.13 -0.12 0.00
H 0.93704 2.35015 -1.30805 0.25 -0.28 0.05
H -0.37500 4.12656 -2.37526 0.06 -0.02 0.10
H -1.02102 0.12462 0.84435 0.16 -0.05 0.27
H -1.42512 -1.46594 1.43567 0.18 -0.28 0.00
H 1.05375 -1.82587 1.63356 -0.15 -0.06 -0.14
H 1.28622 -0.28801 1.21118 -0.17 0.13 -0.04
H 0.06225 -1.43923 3.63354 0.50 -0.41 0.11
H 1.27836 -0.09520 3.58263 0.34 -0.25 -0.18
H -0.44155 0.10736 3.21840 0.41 0.23 -0.35
```
Forces are in eV/Å.